Density functional theory data (wB97M-V/def2-TZVPD) for a cluster of 3 separate species, C4H13NO2 in total in a non-equilibrium geometry.

```
20
Properties=species:S:1:pos:R:3:lowdin_charge:R:1
C -0.45 -1.92 2.19 -0.006
C -0.57 -0.91 1.33 -0.354
N -0.10 -0.55 0.06 -0.087
C 1.18 0.21 0.17 -0.260
C 2.50 -0.68 0.10 -0.119
H -1.03 -1.68 3.15 0.071
H 0.42 -2.76 2.01 0.114
H -0.79 0.10 1.76 0.111
H -1.01 -0.13 -0.22 0.119
H 1.32 0.63 1.24 0.119
H 1.47 0.94 -0.56 0.085
H 3.37 -0.01 0.20 0.065
H 2.54 -1.48 -0.70 0.071
H 2.51 -1.41 0.98 0.066
O -2.46 -2.05 -1.50 -0.040
H -2.50 -2.80 -2.07 0.026
H -3.13 -1.42 -1.73 0.021
O 0.09 5.00 -1.64 -0.092
H 0.15 4.35 -0.87 0.067
H 0.42 5.76 -1.15 0.024
```

Results
- Calculated total energy: -365.30100 Eh
- E_HOMO: -8.71 eV
- Kohn-Sham gap: 9.33 eV
- Energy above the lowest of the compared OMol25 structures with the same formula, charge and spin: 371.5 kJ/mol
- SMILES: C=CNCC.O.O



Density functional theory data (wB97M-V/def2-TZVPD) for a cluster of 2 separate species, C10H18N4O5 in total in a non-equilibrium geometry.

```
37
Properties=species:S:1:pos:R:3:lowdin_charge:R:1
C 2.86 0.97 -0.44 -0.334
C 1.53 0.78 0.43 -0.475
C 3.56 -0.47 -0.30 -0.148
C 2.48 -1.44 0.17 -0.098
C 1.43 -1.55 -0.98 -0.617
C -0.63 0.53 0.43 -0.298
C -0.89 -0.83 1.22 -0.294
C -1.88 1.00 -0.43 -0.086
C -3.26 1.31 0.39 -0.132
C -4.25 0.47 -0.30 -0.252
H 2.84 2.97 0.19 0.110
H 4.12 2.44 -1.35 0.235
H 2.69 1.24 -1.54 0.114
H 4.33 -0.41 0.44 0.100
H 4.08 -0.78 -1.23 0.122
H 2.98 -2.41 0.40 0.132
H 2.24 -0.78 1.16 0.140
H -0.35 -2.52 -1.57 0.185
H 0.25 -2.62 0.14 0.083
H 0.35 0.83 -1.47 0.300
H -0.64 1.38 1.28 0.187
H -1.48 2.06 -0.75 0.141
H -2.35 0.40 -1.38 0.163
H -3.62 2.23 0.37 0.053
H -3.28 0.97 1.52 0.159
H -5.45 -1.19 -0.30 0.084
H -4.07 -1.62 0.97 0.056
H 0.32 -0.32 2.63 0.153
N 3.68 2.17 0.08 -0.019
N 0.39 -2.34 -0.80 0.157
N 0.52 0.48 -0.31 0.073
N -4.60 -1.04 0.32 0.080
O 1.55 0.64 1.69 -0.023
O 1.47 -0.95 -2.00 0.026
O -1.53 -1.52 0.26 -0.067
O -5.05 0.97 -1.38 -0.121
O -0.36 -1.07 2.43 0.112
```

Results
- Calculated total energy: -986.68883 Eh
- E_HOMO: -9.67 eV
- Kohn-Sham gap: 9.50 eV
- Energy above the lowest of the compared OMol25 structures with the same formula, charge and spin: 1296.8 kJ/mol



Density functional theory data (wB97M-V/def2-TZVPD) for a structure of composition C28H30N11PZn.

```
71
Properties=species:S:1:pos:R:3:lowdin_charge:R:1
Zn -0.19 0.45 -0.19 0.628
C 2.15 -4.61 -0.27 -0.005
N 1.55 -3.41 0.31 -0.112
C 1.35 -3.19 1.64 -0.017
C 0.77 -1.96 1.75 -0.136
N 0.62 -1.42 0.50 0.032
C 1.10 -2.32 -0.35 -0.432
P 1.18 -2.16 -2.17 1.190
C 1.94 -0.51 -2.24 -0.450
N 1.53 0.55 -1.57 0.025
C 2.43 1.54 -1.82 -0.098
C 3.40 1.07 -2.66 -0.023
N 3.08 -0.23 -2.92 -0.114
C 3.85 -1.14 -3.77 -0.005
C -0.55 -1.67 -2.44 -0.450
N -1.18 -0.70 -1.79 0.025
C -2.48 -0.73 -2.22 -0.098
C -2.62 -1.72 -3.15 -0.023
N -1.40 -2.30 -3.28 -0.114
C -1.09 -3.42 -4.17 -0.005
H 2.40 -5.28 0.54 0.101
H 1.45 -5.10 -0.94 0.093
H 3.06 -4.35 -0.81 0.093
H 1.62 -3.92 2.38 0.137
H 0.46 -1.44 2.64 0.113
H 2.36 2.52 -1.37 0.101
H 4.27 1.53 -3.09 0.134
H 4.68 -0.59 -4.19 0.100
H 4.24 -1.97 -3.18 0.093
H 3.22 -1.52 -4.57 0.094
H -3.23 -0.07 -1.83 0.101
H -3.48 -2.05 -3.71 0.134
H -1.98 -3.67 -4.74 0.100
H -0.29 -3.15 -4.86 0.094
H -0.79 -4.29 -3.59 0.093
C -0.28 3.64 -0.56 -0.108
N -1.08 2.53 -1.07 -0.056
C -2.50 2.61 -0.74 -0.108
C -2.86 1.67 0.37 -0.306
N -2.12 0.65 0.73 0.114
C -2.87 -0.05 1.69 -0.192
C -2.61 -1.24 2.37 -0.008
C -3.57 -1.68 3.26 -0.062
C -4.76 -0.97 3.48 -0.061
C -5.04 0.19 2.79 0.002
C -4.07 0.63 1.90 -0.173
N -4.03 1.72 1.04 0.188
C 0.51 3.22 0.65 -0.306
N 0.77 1.98 0.97 0.114
C 1.64 2.04 2.06 -0.192
C 2.28 1.03 2.77 -0.008
C 3.11 1.41 3.81 -0.062
C 3.31 2.76 4.14 -0.061
C 2.70 3.77 3.43 0.002
C 1.87 3.38 2.38 -0.173
N 1.14 4.11 1.46 0.188
H -0.89 4.51 -0.32 0.132
H 0.43 3.96 -1.33 0.133
H -0.96 2.45 -2.07 0.125
H -3.09 2.33 -1.61 0.133
H -2.80 3.63 -0.47 0.132
H -1.72 -1.80 2.18 0.081
H -3.40 -2.60 3.80 0.112
H -5.48 -1.36 4.19 0.115
H -5.96 0.73 2.95 0.121
H -4.74 2.43 0.93 0.178
H 2.16 -0.01 2.51 0.080
H 3.63 0.65 4.38 0.112
H 3.97 3.01 4.96 0.115
H 2.86 4.81 3.67 0.121
H 1.07 5.11 1.40 0.178
```

Results
- Calculated total energy: -3807.71712 Eh
- Net charge: +2
- E_HOMO: -13.46 eV
- Kohn-Sham gap: 8.92 eV



Density functional theory data (wB97M-V/def2-TZVPD) for a cluster of 2 separate species, C5H11O2 in total in a non-equilibrium geometry.

```
18
Properties=species:S:1:pos:R:3:lowdin_charge:R:1
C -1.16 1.79 0.03 -0.178
C -1.37 2.05 -1.46 -0.191
H -0.10 1.90 0.35 0.051
H -1.97 2.31 0.53 0.042
H -1.17 0.71 0.44 0.074
H -0.40 2.38 -1.90 0.065
H -2.05 2.88 -1.74 0.048
H -1.70 1.29 -2.11 0.025
C 1.55 -1.72 0.87 -0.257
C 0.32 -2.38 0.39 -0.165
C 1.35 -0.25 0.65 -0.792
O 1.57 -0.01 -0.57 -0.093
O 1.09 0.49 1.64 -0.095
H 1.83 -1.74 1.94 0.099
H 2.49 -2.08 0.26 0.133
H 0.51 -3.38 0.08 0.025
H -0.20 -1.93 -0.56 0.101
H -0.59 -2.32 1.15 0.106
```

Results
- Calculated total energy: -347.59328 Eh
- Net charge: -1
- E_HOMO: -3.80 eV
- Kohn-Sham gap: 7.98 eV
- Energy above the lowest of the compared OMol25 structures with the same formula, charge and spin: 148.0 kJ/mol



Density functional theory data (wB97M-V/def2-TZVPD) for a structure of composition C6H11F12N2P2Rb in a non-equilibrium geometry.

```
34
Properties=species:S:1:pos:R:3:lowdin_charge:R:1
Rb -1.01 3.04 0.13 1.006
C 2.36 0.57 2.41 -0.044
C 1.90 0.84 0.99 -0.158
N 1.25 -0.35 0.41 -0.030
C 0.10 -0.92 0.89 -0.008
C -0.22 -1.92 0.06 0.024
N 0.76 -1.94 -0.91 -0.069
C 1.60 -0.98 -0.69 -0.053
C 0.84 -2.86 -2.05 0.034
H 3.26 -0.04 2.38 0.088
H 1.55 0.16 3.01 0.083
H 2.69 1.51 2.84 0.088
H 2.78 1.03 0.38 0.133
H 1.22 1.69 0.89 0.067
H -0.37 -0.60 1.81 0.105
H -1.05 -2.59 0.05 0.144
H 2.43 -0.76 -1.33 0.179
H 1.84 -3.27 -2.13 0.102
H 0.58 -2.36 -2.98 0.105
H 0.15 -3.69 -1.91 0.101
P -3.08 0.01 2.71 0.159
F -2.64 -0.90 1.41 -0.179
F -2.31 1.30 2.01 -0.291
F -4.41 0.42 1.92 -0.143
F -3.47 0.95 3.94 -0.135
F -3.79 -1.26 3.38 -0.140
F -1.66 -0.37 3.41 -0.181
P -0.18 1.90 -3.31 0.115
F -0.43 1.17 -1.86 -0.273
F -1.32 3.02 -2.94 -0.215
F 0.95 2.81 -2.60 -0.186
F 0.10 2.63 -4.71 -0.136
F 0.91 0.78 -3.66 -0.158
F -1.33 0.99 -3.95 -0.135
```

Results
- Calculated total energy: -2250.43053 Eh
- E_HOMO: -11.11 eV
- Kohn-Sham gap: 10.40 eV
- Energy above the lowest of the compared OMol25 structures with the same formula, charge and spin: 0.0 kJ/mol



Density functional theory data (wB97M-V/def2-TZVPD) for a structure of composition C4H12N2 in a non-equilibrium geometry.

```
18
Properties=species:S:1:pos:R:3:lowdin_charge:R:1
C -0.66 -0.51 2.10 -0.076
C -0.26 -0.04 0.64 -0.602
C -0.74 -1.03 -0.39 -0.006
C -0.19 -0.83 -1.68 -0.180
N 0.81 0.10 -2.04 0.072
N -0.55 1.30 0.29 -0.107
H -1.48 -1.25 2.07 0.056
H -1.14 0.36 2.53 0.056
H 0.16 -0.84 2.72 0.057
H 0.86 -0.09 0.69 0.118
H -1.03 -2.03 -0.07 0.145
H -1.23 -0.22 -1.35 0.203
H -0.31 -1.67 -2.35 0.136
H 2.26 2.61 0.58 0.017
H 2.33 2.45 -0.14 0.001
H 0.87 0.79 -1.27 0.039
H 1.68 -0.42 -2.06 0.104
H -1.40 1.34 -0.28 -0.035
```

Results
- Calculated total energy: -268.85215 Eh
- E_HOMO: -6.44 eV
- Kohn-Sham gap: 5.51 eV
- Energy above the lowest of the compared OMol25 structures with the same formula, charge and spin: 693.7 kJ/mol